15
Properties=species:S:1:pos:R:3:forces:R:3 method="wB97M-V/def2-TZVPD" charge=+1 homo_lumo_gap_ev=7.06 e_lumo_ev=-4.93
C 0.4391 1.4716 -0.9316 -0.15 0.83 1.59
C 0.1182 1.8127 1.1165 1.07 2.26 0.21
C -0.6045 1.0779 0.1141 -1.14 -1.35 -1.37
C -0.5467 -3.0475 -0.5183 1.82 -0.45 -0.30
N -1.1257 -1.2878 1.1458 -0.31 0.55 0.44
N -0.8990 -2.1037 0.4567 0.34 1.05 0.29
N 1.2359 2.0570 0.1731 1.88 1.59 0.59
H 0.8971 0.5522 -1.3254 -0.06 0.08 -0.12
H 0.1682 2.1269 -1.7686 -0.19 -0.21 0.17
H -0.3470 2.8360 1.3439 -0.13 -1.42 -0.13
H 0.3281 1.3219 2.0892 -0.12 0.21 -0.45
H -0.7026 -3.9425 0.0244 -0.44 -1.50 -0.10
H 0.5696 -3.0267 -0.7285 -1.39 0.54 0.14
H -1.1892 -2.8921 -1.3653 -0.15 -0.11 -0.46
H 1.6585 3.0440 0.1739 -1.03 -2.09 -0.48

15
Properties=species:S:1:pos:R:3:forces:R:3 method="wB97M-V/def2-TZVPD" charge=+1 homo_lumo_gap_ev=8.70 e_lumo_ev=-5.15
C 1.5869 0.1755 0.3017 -0.21 -1.24 -0.72
C 1.1391 -1.0190 0.0649 -1.27 0.11 1.30
C -0.9368 0.9756 -1.1449 -1.60 3.79 0.12
C -1.6467 0.0711 1.0393 0.06 -0.12 1.89
N 2.1214 1.2011 0.4225 0.54 1.46 -0.80
N -0.8339 0.2462 -0.1447 0.94 -1.32 1.07
N 1.1545 -1.9763 -0.7579 0.55 1.61 -0.24
H 2.3094 1.8630 1.1147 0.44 0.91 1.36
H -0.0710 1.1389 -1.7750 0.07 -0.61 -0.52
H -1.7292 1.8659 -1.2882 1.10 -2.35 0.34
H -1.0714 0.3792 1.9762 0.02 -0.39 -1.39
H -2.5060 0.7812 1.1585 0.11 -1.15 -0.77
H -1.7937 -1.0574 1.2401 -0.41 1.96 -0.63
H 1.3708 -1.7734 -1.6934 0.39 -0.19 -1.65
H 0.9067 -2.8716 -0.5137 -0.72 -2.48 0.64

17
Properties=species:S:1:pos:R:3:forces:R:3 method="wB97M-V/def2-TZVPD" charge=+1 homo_lumo_gap_ev="8.81 / 7.46" e_lumo_ev="-5.26 / -6.62"
C 1.3768 -1.0578 -0.4226 -2.58 0.49 1.02
C 2.7603 -0.3974 -0.2583 -1.92 -3.50 0.27
C -1.8406 -1.0557 0.7810 0.62 -2.12 1.29
C -1.5100 1.1024 -0.2689 3.46 1.70 0.15
N 1.6380 1.5542 0.1562 -4.81 1.04 2.94
N 0.2993 -0.4166 -0.1645 0.88 1.48 -0.33
N -0.9773 -0.2233 0.0035 2.43 -0.65 -0.73
O 3.7262 -1.0642 -0.2358 0.87 0.33 -0.04
O 2.6239 0.8838 -0.2076 4.26 1.79 -2.54
H 1.3228 -2.0908 -0.7064 0.35 -0.51 -0.37
H -2.6856 -1.0054 0.1281 -1.56 0.08 0.85
H -1.6009 -2.1566 0.7880 0.42 1.23 -0.13
H -1.8279 -0.7059 1.8577 -0.81 -0.22 -1.30
H -1.3553 1.3911 -1.3084 -0.84 -0.36 -0.18
H -2.4492 1.2818 0.1939 -0.85 -0.23 -0.10
H -0.7533 1.7842 0.2311 -0.98 -0.47 -0.09
H 1.2527 2.1762 -0.5669 1.06 -0.08 -0.70

E_tot, record by record: -8734.1658 -8736.6420 -12828.5801 eV
Energy relative to the best compared isomer or geometry (same formula, charge and spin), record by record: 198.7 141.6 200.4 kcal per mole